1.
# C3H9NS

2 unconnected molecules or ions with the total composition C3H9NS in a non-equilibrium geometry (ωB97M-V with the def2-TZVPD basis set, the OMol25 dataset).

The geometry in XYZ format:
```
14
Properties=species:S:1:pos:R:3:mulliken_charge:R:1
C -1.8914 -0.3196 0.0166 -0.92
N -0.5161 -0.4146 0.5183 -0.36
C 0.4973 -0.4646 -0.5248 -0.12
C 1.8578 -0.0619 0.0656 -1.14
S -0.1759 2.5455 1.0679 -0.02
H -1.9678 0.3303 -0.8734 0.35
H -2.3117 -1.3065 -0.2105 0.26
H -2.5654 0.1552 0.7360 0.33
H -0.3680 0.5331 0.9422 0.10
H 0.2218 0.1584 -1.3862 0.30
H 0.6139 -1.4718 -0.9418 0.31
H 2.7166 -0.6555 -0.2572 0.31
H 1.8417 0.0130 1.1533 0.33
H 2.0474 0.9589 -0.3060 0.28
```

DFT total energy, Ha: -572.457628
Net charge: 0
Molar mass, Da: 91.18
ΔE to the lowest compared entry with this formula, charge and spin, kcal per mole: 114.5



2.
# C3H9NS

2 unconnected molecules or ions with the total composition C3H9NS in a non-equilibrium geometry (ωB97M-V with the def2-TZVPD basis set, the OMol25 dataset).

The geometry in XYZ format:
```
14
Properties=species:S:1:pos:R:3:mulliken_charge:R:1
C -0.4729 -1.2396 -0.9431 -1.28
C -0.1738 -0.2065 0.1228 0.08
C 1.0349 0.8169 -0.2752 -0.50
S 1.4117 1.8513 1.1119 -0.22
N -1.3714 0.3221 0.7093 -0.53
H 0.5376 -1.6457 -1.1944 0.32
H -1.0812 -2.1075 -0.6518 0.34
H -1.0065 -0.8277 -1.8967 0.28
H 0.2534 -0.8029 0.9514 0.19
H 0.7506 1.5270 -1.1218 0.33
H 1.8816 0.2174 -0.6122 0.32
H 1.2359 0.2098 2.3150 0.12
H -1.0477 1.0190 1.4363 0.29
H -1.9522 0.8663 0.0484 0.25
```

DFT total energy, Ha: -572.534667
Net charge: 0
Molar mass, Da: 91.18
ΔE to the lowest compared entry with this formula, charge and spin, kcal per mole: 66.2



3.
# C3H9NS

C3H9NS in the gas phase in a non-equilibrium geometry (ωB97M-V with the def2-TZVPD basis set, the OMol25 dataset).

The geometry in XYZ format:
```
14
Properties=species:S:1:pos:R:3:mulliken_charge:R:1
C 0.3436 -1.0889 -0.3455 -0.15
C 0.5004 0.4984 0.1179 -0.69
C -0.4085 1.3089 -0.7630 -0.55
S -1.1330 2.6220 0.3541 -0.24
N 0.0846 -2.0105 0.7362 -0.44
H 1.5172 -1.2045 -0.6869 0.12
H -0.3438 -1.1046 -1.3146 0.27
H 0.3062 0.4072 1.2148 0.40
H 1.4871 0.7995 -0.0894 0.27
H -1.1049 0.7319 -1.4871 0.26
H 0.1773 1.8300 -1.4554 0.35
H -1.3106 1.8023 1.4413 0.12
H 0.4354 -1.8712 1.6327 0.14
H -0.5511 -2.7205 0.6448 0.15
```

Structure (SMILES): NCCCS
DFT total energy, Ha: -572.565595
Net charge: 0
Molar mass, Da: 91.18
ΔE to the lowest compared entry with this formula, charge and spin, kcal per mole: 46.7



4.
# C3H9NS2

C3H9NS2 in the gas phase in a non-equilibrium geometry (ωB97M-V with the def2-TZVPD basis set, the OMol25 dataset).

The geometry in XYZ format:
```
15
Properties=species:S:1:pos:R:3:mulliken_charge:R:1
S 0.1922 3.2199 -1.7146 -0.19
S 0.1690 2.5937 0.2536 -0.11
C -0.4912 0.7722 -0.0242 -0.94
C 0.8021 -0.0858 -0.1485 -0.26
N 0.7743 -1.3373 0.5766 -0.40
C -0.5157 -2.0658 0.7479 -0.80
H -0.4262 4.3001 -1.3195 0.15
H -1.1092 0.7638 0.9052 0.38
H -1.1299 0.5834 -0.9203 0.46
H 1.6847 0.4849 0.1881 0.38
H 0.9396 -0.3542 -1.2078 0.24
H 1.4833 -2.0836 0.2699 0.26
H -1.3210 -1.3815 0.6553 0.34
H -0.5927 -2.4920 1.6764 0.25
H -0.4592 -2.9178 0.0620 0.25
```

Structure (SMILES): CNCCSS
DFT total energy, Ha: -970.765553
Net charge: 0
Molar mass, Da: 123.25
ΔE to the lowest compared entry with this formula, charge and spin, kcal per mole: 41.5